C10H11N2O | the ωB97M-V functional and the def2-TZVPD basis

Last columns: bonded neighbours and bond lengths (Å).
Atoms and positions in Å:
1 C 2.227 -1.434 0.785  C2 1.324, C3 1.389, H14 1.059
2 C 1.849 -1.749 2.014  C1 1.324, C4 1.415, H15 1.118
3 C 1.444 -0.691 -0.091  C1 1.389, C5 1.405, H16 1.078
4 C 0.553 -1.370 2.435  C2 1.415, C6 1.344, H17 1.144
5 C 0.180 -0.233 0.319  C3 1.405, C6 1.457, C7 1.375
6 C -0.199 -0.542 1.691  C4 1.344, C5 1.457, N11 1.380
7 C -0.583 0.640 -0.421  C5 1.375, N12 1.301, H24 1.236
8 C -2.013 -0.192 3.218  N11 1.225, O13 1.170
9 C -1.634 1.718 -2.248  N12 1.395, H18 1.120, H19 1.072, H20 1.102
10 C 0.381 0.678 -2.629  N12 1.410, H21 1.056, H22 1.160, H23 1.136
11 N -1.338 0.030 2.220  C6 1.380, C8 1.225
12 N -0.554 1.070 -1.648  C7 1.301, C9 1.395, C10 1.410
13 O -2.812 -0.242 4.071  C8 1.170
14 H 3.256 -1.609 0.610  C1 1.059
15 H 2.379 -2.389 2.762  C2 1.118
16 H 1.790 -0.619 -1.109  C3 1.078
17 H 0.326 -1.628 3.526  C4 1.144
18 H -2.477 1.749 -1.512  C9 1.120
19 H -1.896 1.244 -3.173  C9 1.072
20 H -1.365 2.779 -2.378  C9 1.102
21 H 0.280 1.321 -3.461  C10 1.056
22 H 0.316 -0.342 -3.177  C10 1.160
23 H 1.392 0.810 -2.128  C10 1.136
24 H -1.502 1.001 0.323  C7 1.236

Output
Kohn-Sham gap (alpha / beta)	6.6319 / 5.4718	eV
energy above the lowest of the compared OMol25 structures with the same formula, charge and spin	0.0	kJ/mol
total charge	+1
spin multiplicity	3
highest occupied orbital energy (alpha / beta)	-0.3725 / -0.4876	Ha
LUMO (alpha / beta)	-3.5047 / -7.7952	eV
expectation value of S²	2.02